Density functional theory data (ωB97M-V with the def2-TZVPD basis set) for a molecular structure, C23H35CdN5O4S.

```
! RIJCOSX wB97M-V def2-TZVPD def2/J DEFGRID3
* xyz -2 1
H 0.458 -1.556 -1.558
C -1.407 2.123 -3.490
C 3.544 1.698 -1.989
H 2.364 -0.747 -0.862
H -1.224 -3.585 -1.111
H -0.460 -2.293 0.738
H 2.048 -1.348 2.168
H 2.249 3.734 -3.348
C -1.900 -0.931 3.404
N 1.835 0.007 -1.307
N 0.213 2.327 -1.229
C -0.917 -1.514 2.672
C -2.577 -1.701 0.752
C -1.827 1.512 -2.361
O 3.523 1.270 1.108
C 0.606 2.842 -2.391
H -0.438 -4.091 3.530
H -1.712 -0.778 4.473
S 4.111 2.540 1.714
H 3.255 -0.160 -2.894
H -2.705 1.431 0.201
C -0.441 -0.195 0.599
H -2.049 2.125 -4.360
H 4.087 1.943 -2.901
N -0.847 1.102 1.190
H 3.517 3.421 -0.906
C 2.630 0.589 -2.385
C -3.478 -1.159 1.595
H -2.743 -4.301 -1.657
C 0.315 -2.077 3.410
C -0.974 1.431 -1.140
C -1.668 1.793 0.179
H 2.387 -1.751 3.883
C -3.146 -0.570 2.864
H -2.238 -1.184 -1.972
H 0.841 -3.941 2.327
H -4.080 -2.798 -0.183
H 1.961 0.942 -3.144
N -0.582 0.050 -0.829
N 2.860 2.889 -1.462
H -2.853 1.140 -2.298
H -4.537 -1.172 1.329
C -2.241 -3.790 -0.800
C 0.470 -0.471 -1.639
H 1.793 4.607 -1.904
H -1.396 0.966 2.027
H 4.236 1.398 -1.156
C -3.182 -1.675 -1.723
H 1.208 -3.889 4.068
C 0.511 -3.614 3.311
H 0.602 -0.373 0.852
C 1.936 3.615 -2.309
H -3.938 -0.107 3.481
O 4.839 2.148 2.890
C -1.112 -1.507 1.158
O 2.820 3.363 2.023
H 0.186 3.142 -4.522
H 1.489 -0.288 3.508
H 0.053 -1.933 4.481
Cd 1.539 2.144 0.580
H -1.670 2.861 0.304
C 1.620 -1.327 3.211
C -3.032 -2.494 -0.451
C -0.151 2.770 -3.584
H -3.971 -0.919 -1.559
H -2.180 -4.450 0.056
H 0.260 -0.213 -2.716
H -3.526 -2.261 -2.598
O 4.837 3.238 0.653
*
```

Electronic energy (eV): -55459.1754
Kohn-Sham gap (eV): 4.9

---

Density functional theory data (ωB97M-V with the def2-TZVPD basis set) for a single C4H6O2 molecule.

```
! RIJCOSX wB97M-V def2-TZVPD def2/J DEFGRID3
* xyz 0 1
H 1.923 -1.056 -0.046
H 0.772 -0.247 1.714
O -0.352 1.133 0.641
C 0.112 -0.542 -1.102
H -0.138 -0.019 -2.019
H -1.760 -0.157 1.445
O -0.959 -0.847 -0.350
C 1.364 -0.192 -0.413
H -2.284 0.804 -0.027
H 1.967 0.444 -1.107
C -1.439 0.252 0.448
C 0.793 0.427 0.817
*
```

Electronic energy (eV): -8334.8865
Kohn-Sham gap (eV): 6.7

---

Density functional theory data (ωB97M-V with the def2-TZVPD basis set) for a molecular structure, C42H53BiGe2N3O4STe2.

```
! RIJCOSX wB97M-V def2-TZVPD def2/J DEFGRID3
* xyz 2 2
H 3.610 -1.651 2.983
H 3.714 0.215 -2.263
H 0.693 3.675 0.327
C 4.290 2.965 2.932
H 1.760 -1.363 4.599
H -4.670 0.758 1.429
H -1.395 0.516 -4.491
C -2.006 2.237 1.943
H -3.200 -0.694 -5.614
C 4.550 3.877 3.940
H 1.601 1.093 -5.755
C 3.479 4.559 4.496
H 5.095 2.417 2.463
H -2.295 -4.209 -3.346
C -4.513 -3.271 1.919
C -1.045 -2.504 -2.984
Bi 0.420 -0.256 0.375
C -2.856 -2.528 -4.556
C -2.090 -3.177 -3.596
H -5.814 1.076 -3.364
C 2.195 1.723 -5.095
H -3.655 -3.058 -5.058
C 1.672 -0.971 3.585
C -0.614 -2.669 3.040
Ge 1.268 2.053 -3.396
C -5.805 1.791 -0.059
C 2.574 -1.761 2.647
C 4.797 -2.671 -3.643
H -0.462 -3.112 4.026
H 2.322 4.038 -2.219
H 1.381 4.938 4.555
C 1.928 3.451 3.084
C -1.578 -0.520 -4.228
C -0.412 3.015 -3.747
C -4.324 -0.038 -0.545
H 5.795 -0.955 -2.822
H 0.918 3.281 2.739
H 5.716 -3.186 -3.888
C -5.049 -2.896 4.232
C -4.369 -1.687 4.196
H -0.677 2.900 -4.798
H -2.538 3.155 2.179
C -2.600 -1.202 -4.870
C 3.664 -0.759 -2.742
H 2.349 2.682 -5.592
Te -2.907 -1.478 0.064
Te -1.554 2.231 -0.140
Ge 0.839 -0.284 -2.683
H -5.655 -4.624 3.124
H -0.766 4.650 0.660
C -5.548 1.014 -2.317
H 2.341 -2.821 2.719
H -0.248 4.398 -1.014
H 3.544 -4.222 -4.428
C -4.658 0.041 -1.887
C -0.766 -1.170 -3.298
H -1.092 2.157 2.522
H -4.586 -3.890 1.033
H -3.210 -0.341 3.013
H -6.266 2.462 0.654
H 1.455 -3.053 -3.911
C -3.758 -1.274 3.023
O 4.895 5.683 5.922
H -0.779 -4.392 1.812
C 2.982 2.747 2.507
C -4.901 0.834 0.374
N 0.349 -3.010 0.674
C -3.827 -2.063 1.875
C -5.119 -3.686 3.096
C 2.742 1.737 1.430
H -1.265 2.683 -3.156
N 2.471 -1.346 1.235
C 4.843 -1.417 -3.045
C -0.033 -3.610 1.976
C 2.400 2.959 -2.084
H 1.957 0.083 3.626
H 1.942 -4.400 0.693
H -0.358 -3.274 -0.003
C 2.780 -2.426 0.286
H 2.937 -1.954 -0.684
H 5.551 4.069 4.295
H 3.165 1.253 -4.941
H 1.566 -3.752 -0.883
H -6.827 2.635 -1.743
C 3.576 -3.256 -3.942
N 3.742 5.535 5.580
H -5.529 -3.219 5.146
H 2.111 2.717 -1.063
O 2.779 6.114 6.044
C 2.395 -2.596 -3.638
O 1.484 1.486 1.161
C 2.171 4.371 4.087
H -0.431 -3.032 -2.259
C 2.423 -1.341 -3.027
H 3.721 -2.918 0.550
H -1.694 -2.572 2.919
C -6.121 1.888 -1.407
H 3.139 -0.583 1.070
H -4.316 -1.068 5.082
H 3.445 2.682 -2.214
H 0.838 -4.119 2.382
C 1.661 -3.484 0.170
H -0.261 4.079 -3.566
H -4.235 -0.656 -2.597
O 3.667 1.154 0.873
H -2.648 1.385 2.142
S -0.083 -0.942 3.122
C -0.295 3.949 -0.025
*
```

⟨S²⟩: 0.759
Electronic energy (eV): -201351.3574
Kohn-Sham gap (alpha / beta) (eV): 7.0 / 5.5

---

Density functional theory data (ωB97M-V with the def2-TZVPD basis set) for 2 unconnected molecules or ions with the total composition C5H9BrO.

```
! RIJCOSX wB97M-V def2-TZVPD def2/J DEFGRID3
* xyz 0 1
H -1.093 0.853 2.176
C -0.254 0.406 1.667
H -0.583 2.315 -0.520
H 0.069 -0.545 2.097
H -1.577 -1.503 0.886
O -1.851 -0.713 0.313
H 2.687 -1.321 -1.771
H 0.560 1.023 1.547
C -0.821 1.354 -0.737
H 1.909 0.127 -2.008
H -1.883 1.224 -0.980
H -0.359 1.044 -1.607
C -0.754 0.181 0.265
Br 1.008 -2.715 0.406
C 1.957 -0.728 -1.305
C 0.985 -1.002 -0.429
*
```

Electronic energy (eV): -77417.2140
Kohn-Sham gap (eV): 9.7

---

Density functional theory data (ωB97M-V with the def2-TZVPD basis set) for a single C5H8N2 molecule.

```
! RIJCOSX wB97M-V def2-TZVPD def2/J DEFGRID3
* xyz 0 1
C -1.707 -1.247 -0.315
H 3.390 -0.756 0.195
H -1.970 1.081 0.816
C -1.058 -0.150 -0.680
H 1.372 -0.645 1.690
H 2.507 0.003 -0.986
H -1.752 1.889 -0.736
C 0.862 1.050 0.694
N -0.071 1.845 0.523
H -0.354 -0.185 -1.517
N 2.458 -0.582 -0.161
H -1.604 -2.188 -0.841
C -1.279 1.194 -0.030
H -2.372 -1.256 0.546
C 1.577 -0.051 0.804
*
```

Electronic energy (eV): -8292.2611
Kohn-Sham gap (eV): 9.0

---

Density functional theory data (ωB97M-V with the def2-TZVPD basis set) for a gas-phase ion, CH2O3PS (charge -1).

```
! RIJCOSX wB97M-V def2-TZVPD def2/J DEFGRID3
* xyz -1 1
O -0.763 -1.570 -0.062
C 1.498 0.334 0.030
P -0.390 -0.145 -0.853
H -0.178 -1.611 0.680
S -1.350 1.392 0.249
O 1.803 -0.705 0.677
H -2.434 0.913 -0.397
O 1.815 1.393 -0.324
*
```

Electronic energy (eV): -27338.2581
Kohn-Sham gap (eV): 6.6

---

Density functional theory data (ωB97M-V with the def2-TZVPD basis set) for 6 unconnected molecules or ions with the total composition C29H64FN2O20P5S.

```
! RIJCOSX wB97M-V def2-TZVPD def2/J DEFGRID3
* xyz 0 1
H 6.226 -2.975 -8.344
H 3.125 6.006 1.436
C 6.363 -3.083 -7.265
P -3.218 0.811 2.400
H -2.509 -2.565 2.174
O -5.795 -0.287 -0.429
H -0.574 -2.339 -3.653
O -0.693 3.170 6.614
C -5.578 1.078 -0.719
H -3.867 -1.656 2.884
C 2.122 -1.692 -9.194
O 5.117 -3.213 -6.614
H -8.547 1.223 -2.642
H 1.214 -0.659 -2.349
S 3.899 -8.895 -2.991
C -2.778 -1.754 2.854
C 1.406 -6.134 0.505
H -4.009 3.291 4.098
H -4.893 1.490 0.025
C -2.834 5.728 6.928
O -6.820 -2.272 -3.071
C 1.893 5.346 8.002
O 2.514 -1.323 -7.887
H 6.309 3.582 0.651
H 4.337 0.739 -8.014
O -6.455 -2.468 -0.798
C 1.698 -5.686 -1.046
H 1.869 -7.218 0.690
H 2.514 -4.192 1.095
C 1.247 -4.264 -1.746
O 4.572 -0.882 -6.774
C 5.917 2.640 1.048
H -1.794 -2.476 -0.506
H -1.522 2.262 5.064
N 3.763 -7.685 -4.271
H 2.548 -2.657 -9.483
H 6.900 -2.217 -6.866
H 1.056 -2.184 -0.799
H -6.524 1.623 -0.661
P 4.195 3.449 2.926
H 4.629 5.890 0.492
C 1.718 -4.040 -3.335
H -2.411 -1.991 3.856
C 5.072 -0.038 -7.791
F 1.070 -4.715 2.599
C -0.833 5.121 9.934
H -0.595 0.088 -0.061
H 2.880 5.439 7.543
H -0.663 6.110 9.500
C -4.744 2.622 3.641
O -4.274 2.181 2.386
H 1.029 3.827 2.256
P -0.564 4.467 7.415
O -0.494 4.098 9.021
H -4.869 -2.065 -3.764
C 0.351 0.572 -0.566
H 2.021 5.039 9.044
C -1.145 -0.377 -2.537
H -5.137 1.197 -1.712
O 2.686 4.139 3.415
O 4.637 4.903 2.285
H -8.536 -0.210 -3.696
H -7.024 0.686 -3.387
H 5.993 0.433 -7.438
C 2.139 -5.160 1.635
H 1.032 -1.755 -9.235
C 2.547 -5.178 -4.207
H 0.203 1.741 -0.497
H -2.388 -2.181 -3.168
C 0.378 0.142 -2.182
O -2.059 1.695 3.172
O 1.159 4.364 7.302
O -3.022 0.948 0.889
H 3.011 -5.703 2.217
O -7.743 -0.470 -1.820
C -1.770 1.352 4.511
C -7.968 0.349 -2.949
H 1.287 0.180 0.023
C 3.006 -6.601 -3.535
O 5.704 2.760 2.438
H -1.944 0.073 -1.774
C 1.560 3.351 3.084
H -0.913 0.675 4.538
H 0.242 -6.242 0.736
H 3.530 4.495 0.577
P -6.307 -1.279 -1.750
H 0.897 3.295 3.950
H 1.852 2.339 2.789
H 4.990 2.374 0.535
O -2.162 -0.560 2.415
H -2.629 0.871 4.990
H 0.310 -3.584 0.219
O 4.646 3.396 4.387
H 2.464 -0.925 -9.894
H 6.657 1.855 0.872
P 3.816 -2.268 -7.250
C 3.939 5.341 1.137
H 2.809 -4.940 -5.344
C 2.563 -6.780 -1.966
H -1.420 0.126 -3.583
H -5.784 -3.465 -4.377
H -2.100 6.236 6.295
H -1.605 -3.970 -1.649
H -1.884 5.024 10.216
C -1.138 -2.902 -1.403
O -2.287 4.571 7.529
H -6.169 -1.827 -4.960
H -4.939 1.774 4.302
H 6.956 -3.980 -7.070
H -5.674 3.177 3.493
H 1.474 -3.032 -3.927
C -1.281 -1.996 -2.762
H -3.162 6.411 7.715
H 1.387 6.313 7.955
H 0.665 1.145 -2.750
H -0.213 5.016 10.828
H -3.695 5.441 6.321
N 3.096 -8.153 -1.590
H 5.291 -0.603 -8.701
O 2.911 -2.753 -6.116
C -5.852 -2.413 -4.092
C 0.399 -3.149 -0.889
*
```

Electronic energy (eV): -135010.4078
Kohn-Sham gap (eV): 4.6

---

Density functional theory data (ωB97M-V with the def2-TZVPD basis set) for a molecular structure, C36H36N4OPPtSe.

```
! RIJCOSX wB97M-V def2-TZVPD def2/J DEFGRID3
* xyz 3 5
H -5.826 -2.845 0.201
C -0.891 -3.450 -0.624
C 1.585 -3.132 -0.809
H 2.002 -0.454 -2.140
H -1.664 1.630 -4.173
C -1.371 2.196 -1.306
C 6.131 3.437 0.136
C -3.014 -1.027 -0.251
C -2.709 -0.761 1.086
H -0.586 -1.187 -2.133
Pt 0.627 0.560 0.231
C 2.351 1.709 0.538
C -4.654 -1.992 1.775
H -2.705 2.154 3.233
H -3.337 -1.011 3.141
C -0.098 1.252 3.738
H -0.445 -1.835 -3.778
C -3.539 -1.238 2.104
C 4.669 1.752 1.129
H -1.012 -3.974 0.323
H -1.638 -0.602 -3.427
H 0.064 -2.276 5.310
H 4.320 -3.477 -0.273
C -3.352 3.853 2.111
H -0.042 -5.405 -2.415
H 4.209 -2.478 -1.762
C -2.692 2.641 2.266
N 0.435 -3.739 -1.166
H 3.880 4.324 -0.953
C 0.720 -4.758 -2.016
C -3.378 4.467 0.874
H 0.386 0.329 -4.600
H 3.266 0.393 2.002
H -1.092 -1.956 3.165
H 2.698 -5.418 -2.792
H 1.103 -0.356 6.460
C 4.833 2.859 0.298
C 0.551 1.058 4.945
C -4.948 -2.265 0.447
N 7.175 3.887 -0.004
C -2.740 3.878 -0.211
C 0.126 1.494 -2.875
C -0.708 0.171 3.093
H -5.302 -2.357 2.559
H 2.584 0.350 -3.592
H 2.025 -1.314 -3.687
H -0.138 2.246 3.308
C -1.038 2.250 -3.532
H -0.994 -2.374 -0.480
Se 1.842 -1.723 0.384
H -4.379 -1.973 -1.604
C -2.029 2.047 1.198
H 5.517 1.356 1.671
H -0.733 3.146 -4.069
C 2.080 -4.776 -2.189
H 1.003 1.900 5.451
C 0.609 -0.211 5.510
C 3.738 3.436 -0.351
H -2.390 -0.629 -1.043
O -1.859 2.685 -2.420
H 1.038 2.100 -2.913
C 1.837 -0.349 -3.217
H 4.576 -4.217 -1.867
C 4.026 -3.457 -1.321
H -2.771 4.369 -1.171
H -1.631 -3.796 -1.340
H 1.626 3.345 -0.687
C 2.478 2.880 -0.209
N 2.597 -3.783 -1.424
C 0.425 0.131 -3.523
C -0.629 -1.110 3.656
C 0.025 -1.293 4.863
P -1.378 0.384 1.442
C -4.132 -1.779 -0.569
C -0.623 -0.929 -3.200
C 3.410 1.195 1.286
N -0.300 1.461 -1.447
H -3.897 5.405 0.741
C -2.053 2.672 -0.072
H -3.852 4.304 2.957
*
```

⟨S²⟩: 6.026
Electronic energy (eV): -123777.4498
Kohn-Sham gap (alpha / beta) (eV): 7.9 / 4.2